129
Properties=species:S:1:pos:R:3:lowdin_charge:R:1 method="wB97M-V/def2-TZVPD" gap_ev=8.177 lumo_energy_ev=-3.1652 homo_ha=-0.4168 charge=+1
C 4.044 -2.441 -1.748 -0.056
C 3.139 -1.626 -0.744 -0.280
O 3.431 -2.088 0.594 -0.186
P 3.228 -0.958 1.767 0.554
O 4.039 -1.367 2.926 -0.275
C 1.463 -0.833 2.352 -0.149
C 0.570 -0.555 1.088 -0.188
C -0.941 -0.250 1.429 -0.128
C -1.343 1.270 1.392 -0.184
O -0.111 1.966 1.778 -0.025
C -0.212 2.231 3.070 -0.345
N -0.218 2.495 4.159 0.221
C -1.842 1.658 -0.048 -0.582
Cl -0.366 2.006 -1.015 0.905
O -2.693 2.764 0.115 -0.103
C -2.093 3.944 0.643 -0.168
C -2.616 5.239 -0.081 -0.299
C -2.637 5.112 -1.634 -0.058
C -1.918 6.515 0.495 -0.136
C -0.624 7.014 -0.236 -0.386
C -0.911 7.970 -1.462 -0.080
C 0.397 5.907 -0.633 -0.080
C -2.861 0.596 -0.681 -0.175
F -3.885 0.703 0.271 0.101
C -3.549 1.145 -1.976 -0.485
F -2.879 2.140 -2.593 0.141
F -3.824 0.287 -2.985 0.153
F -4.730 1.719 -1.678 0.181
N -2.456 -0.829 -0.591 0.082
C -3.604 -1.794 -0.975 -0.039
C -3.504 -3.278 -0.555 -0.118
C -4.544 -3.709 0.549 -0.177
F -4.923 -5.034 0.343 -0.039
B -1.393 -1.236 -1.637 -0.649
O -1.119 -0.438 -2.746 0.169
O -0.703 -2.425 -1.586 0.205
C -1.950 -1.220 0.753 -0.190
F -2.962 -1.401 1.697 0.064
O 3.759 0.537 1.320 -0.227
C 5.170 0.521 0.997 -0.260
C 5.486 1.074 -0.434 -0.075
H 5.025 -2.584 -1.264 0.086
H 3.511 -3.385 -1.949 0.052
H 4.114 -1.904 -2.718 0.087
H 3.356 -0.553 -0.919 0.097
H 2.091 -1.822 -1.065 0.096
H 1.159 -1.810 2.775 0.115
H 1.388 0.001 3.077 0.101
H 1.067 0.211 0.468 0.085
H 0.575 -1.497 0.485 0.098
H -0.995 -0.513 2.514 0.168
H -2.109 1.526 2.153 0.180
H -0.993 4.022 0.668 0.092
H -2.435 4.067 1.703 0.146
H -3.688 5.308 0.228 0.137
H -3.565 4.549 -1.892 0.073
H -1.814 4.489 -2.045 0.059
H -2.734 6.080 -2.161 0.080
H -2.652 7.351 0.520 0.118
H -1.649 6.328 1.566 0.118
H -0.094 7.666 0.496 0.106
H 0.004 8.615 -1.548 0.054
H -1.809 8.593 -1.305 0.085
H -0.936 7.345 -2.379 0.067
H 1.344 6.436 -0.899 0.088
H 0.104 5.370 -1.560 0.063
H 0.672 5.219 0.196 0.072
H -3.571 -1.835 -2.091 0.140
H -4.608 -1.406 -0.728 0.155
H -3.821 -3.910 -1.420 0.139
H -2.509 -3.680 -0.292 0.119
H -4.116 -3.641 1.565 0.121
H -5.414 -3.037 0.396 0.105
H -1.555 -0.824 -3.527 0.147
H -0.816 -2.944 -2.400 0.155
H -1.406 -2.182 0.767 0.172
H 5.702 1.157 1.726 0.125
H 5.593 -0.507 1.039 0.116
H 4.699 1.740 -0.838 0.079
H 6.423 1.667 -0.334 0.081
H 5.694 0.276 -1.176 0.067
O 5.067 -5.210 -2.150 0.100
C 4.566 -6.289 -1.984 -0.477
O 5.255 -7.380 -1.590 0.036
C 4.392 -8.532 -1.591 -0.149
C 2.987 -7.972 -1.487 -0.154
C 3.114 -6.647 -2.221 -0.084
H 4.552 -9.085 -2.520 0.132
H 4.641 -9.178 -0.747 0.091
H 2.228 -8.636 -1.900 0.116
H 2.739 -7.788 -0.438 0.120
H 2.946 -6.756 -3.295 0.131
H 2.452 -5.888 -1.806 0.112
O 5.640 -9.908 0.859 0.106
C 6.142 -9.068 1.555 -0.467
O 5.966 -7.739 1.367 0.024
C 6.785 -7.005 2.293 -0.147
C 7.060 -7.970 3.431 -0.157
C 7.079 -9.313 2.716 -0.071
H 7.698 -6.695 1.780 0.132
H 6.251 -6.117 2.627 0.128
H 7.977 -7.746 3.974 0.119
H 6.233 -7.947 4.145 0.120
H 8.070 -9.554 2.326 0.136
H 6.713 -10.116 3.351 0.128
O -6.568 -2.963 -2.297 0.103
C -7.630 -3.111 -1.748 -0.477
O -7.775 -3.074 -0.405 0.011
C -9.135 -3.391 -0.052 -0.142
C -9.945 -3.085 -1.297 -0.150
C -8.955 -3.401 -2.411 -0.068
H -9.184 -4.445 0.229 0.133
H -9.442 -2.785 0.799 0.129
H -10.872 -3.653 -1.357 0.122
H -10.199 -2.024 -1.323 0.122
H -8.984 -4.453 -2.699 0.138
H -9.105 -2.763 -3.279 0.131
O 0.553 10.273 -0.861 0.100
C 0.799 10.609 0.264 -0.455
O 0.572 9.826 1.350 0.014
C 0.870 10.561 2.549 -0.151
C 1.818 11.662 2.115 -0.156
C 1.351 11.949 0.696 -0.070
H -0.064 10.953 2.957 0.129
H 1.322 9.894 3.282 0.127
H 1.797 12.531 2.771 0.119
H 2.843 11.282 2.094 0.121
H 0.548 12.687 0.672 0.136
H 2.173 12.257 0.053 0.129